This record from the Open Molecules 2025 dataset describes a cluster of 2 separate species, C34H29N3O4S in total in a non-equilibrium geometry. The level of theory is ωB97M-V/def2-TZVPD.

Element x y z (Å)
S 3.10230 -1.83890 -0.07632
O 4.11964 -1.74916 -1.09085
O -2.42131 1.66491 -6.20993
O 2.13446 -2.91478 -0.07675
O -1.71612 -0.47645 -0.91259
N 2.42294 1.14413 2.15022
N -3.01448 1.91700 1.41560
N -3.12020 2.22508 -0.73718
C -3.22272 0.81061 -2.72243
C -3.03793 2.06160 -2.13781
C 1.68428 -0.42675 -2.41356
C -2.57746 1.43393 0.23418
C 0.57968 -1.59251 4.93378
C -0.08620 -1.12977 1.24789
C -2.50662 0.35754 -6.83305
C -2.76862 1.75978 -4.89633
C -0.09191 -3.72201 3.99976
C -2.78874 1.35453 2.73672
C 5.93915 -1.51423 2.82697
C 0.43010 -0.98775 3.68539
C 4.00273 -2.58058 3.81479
C -3.05941 0.63520 -4.09132
C -3.79057 3.05289 1.20553
C 2.16433 -0.31131 0.04276
C 0.31856 -2.95501 5.09899
C 3.36155 -2.54481 2.57864
C -3.83603 3.26167 -0.12167
C -2.89568 3.19534 -2.94663
C 0.65646 1.46068 -3.53637
C 0.08484 -1.75806 2.56003
C 1.71350 0.29070 -1.19291
C 1.16133 0.15421 -3.56357
C 1.18204 1.60349 -1.18013
C 0.65538 2.17339 -2.33571
C 3.96708 -1.90821 1.49734
C -0.66596 0.09223 1.12058
C -1.65762 0.29939 0.06783
C 5.27906 -1.43877 1.59816
C -0.18675 -3.13556 2.74073
C -2.75195 3.05381 -4.31942
C 5.29727 -2.07082 3.93658
C 2.34308 0.48367 1.17513
H 1.15259 -0.41369 -4.49616
H 6.95719 -1.13085 2.90915
H -0.04385 -1.80195 0.39117
H -2.86149 4.18964 -2.49901
H -4.24162 3.59161 2.02239
H -1.78304 -0.34137 -6.38446
H 2.08149 -1.44084 -2.46558
H -3.52349 -0.05869 -6.75404
H -1.84969 1.72113 3.17602
H -0.33284 -4.77979 4.12918
H 5.80238 -2.10941 4.90046
H 0.64024 0.07472 3.55352
H -4.34044 4.01811 -0.69210
H 0.90311 -0.98678 5.78079
H 2.37625 -2.99255 2.44328
H -3.61264 1.68632 3.38063
H 5.76354 -1.01739 0.71818
H 0.25727 3.18978 -2.29296
H 0.25666 1.91325 -4.44547
H -0.40100 0.93720 1.75813
H 3.48427 -3.00933 4.67391
H 1.19375 2.16861 -0.24406
H -2.57943 3.91334 -4.96544
H -2.25133 0.54676 -7.87598
H -2.77757 0.25773 2.70454
H -3.12012 -0.36581 -4.52369
H -0.47494 -3.72104 1.86335
H 0.41462 -3.41831 6.08330
H -3.49334 -0.05069 -2.12214

Properties
Kohn-Sham gap	5.1655	eV
molar mass	575.69	g/mol
total charge	0

Results of the Mulliken charge analysis, in e, for atoms 1 through 8: 1.575, -0.759, -0.451, -0.645, -0.738, -0.895, 0.074, 0.443